22
Properties=species:S:1:pos:R:3:forces:R:3 method="wB97M-V/def2-TZVPD" homo_ev=-8.47 e_lumo_ev=0.9122 charge=0 homo_lumo_gap_ha=0.3448
H -1.8089 -0.8531 3.7571 -1.553 -0.448 1.828
H -1.6699 1.1125 2.6934 -1.142 2.405 0.982
C -0.2483 0.8261 -2.2533 -2.012 0.443 0.911
C -0.4431 0.5426 1.1093 -0.006 -1.426 -1.364
C 0.1940 -0.5967 0.6143 0.843 0.143 -0.693
C 0.1339 -1.8465 1.2315 -0.140 0.439 -0.313
H -0.5442 1.8342 -2.6087 0.128 -0.615 0.081
C -0.1516 1.8275 0.4409 -0.415 -1.091 -4.533
C 1.1586 -0.3652 -0.5260 0.138 0.604 0.193
H 2.1203 -0.3035 -0.0341 0.581 0.060 -0.168
H -0.9433 2.4373 -0.1123 0.744 -1.408 0.797
H 1.6709 1.4633 -1.7432 0.093 -0.018 0.898
C -1.4342 -0.8741 2.8009 2.284 -1.008 -1.849
Cl 0.6400 2.8932 1.4539 1.516 1.602 1.337
H 0.8125 -2.6433 0.8677 -0.826 0.363 0.276
H 1.1896 -1.1974 -1.2125 -0.033 -0.523 -0.212
C -0.7229 -1.9786 2.3080 -0.345 0.102 -0.223
C 0.8525 0.9036 -1.2743 -1.163 1.483 2.872
H -1.1601 0.3063 -1.8395 0.816 0.539 -0.352
H 0.0981 0.2457 -3.0643 0.242 -0.668 -1.324
C -1.2432 0.3318 2.1947 0.149 -0.307 0.143
H -0.8835 -2.9491 2.7058 0.101 -0.673 0.713

=====

35
Properties=species:S:1:pos:R:3:forces:R:3 method="wB97M-V/def2-TZVPD" homo_ev=-11.25 smiles="O=C1OC[C@@H](F)O1.O=C1OC[C@@H](F)O1.O=C1OC[C@@H](F)O1.ClCCl" e_lumo_ev=0.3844 charge=0 homo_lumo_gap_ha=0.4277
H -4.9144 -2.8588 23.8413 0.235 -0.232 0.227
O -13.1661 -7.4876 21.9867 -0.440 -0.582 -0.154
Cl -6.9565 -3.5687 23.0598 -0.027 -0.033 0.356
Cl -5.2770 -4.8110 25.1309 0.025 0.003 0.114
C -6.2374 -11.2014 19.9849 -0.175 -0.435 0.394
H -7.0201 -9.2055 17.6887 -0.687 0.032 0.291
H -5.6923 -8.8356 18.7549 0.003 0.008 0.066
C -5.7489 -3.3146 24.3636 -0.030 0.515 -0.855
O -9.1104 -4.6133 17.8241 -0.888 0.171 -0.564
F -11.2327 -6.8830 19.5998 0.209 0.068 0.102
H -10.0570 -7.5400 21.0810 -0.129 -0.467 -0.088
C -7.3932 -9.2502 19.9710 0.515 0.549 -0.584
F -8.7475 -9.3635 19.8715 -0.148 -0.155 -0.173
H -11.9062 -9.1177 21.8109 0.019 0.233 0.203
O -8.1244 -4.9355 19.7589 0.057 0.480 0.692
O -13.0954 -5.4343 22.9314 -0.782 -0.201 0.357
H -7.1577 -8.2719 20.3874 -0.237 -0.159 0.412
O -5.7483 -12.1875 20.4174 0.080 -0.203 0.005
O -6.2478 -10.8149 18.7134 0.199 0.325 -0.557
C -12.2407 -8.2532 21.2311 0.781 -0.966 0.115
C -8.4806 -5.4917 18.5911 -0.137 -1.085 -0.157
F -9.9298 -4.1516 20.8209 0.055 0.183 0.239
C -9.5274 -3.5026 18.5936 0.858 1.195 0.541
H -9.1479 -2.5876 18.1341 0.219 -0.126 0.055
O -11.3911 -6.1770 21.7503 0.272 -1.075 -0.561
H -8.3063 -3.0459 20.4940 -0.038 0.200 -0.196
C -8.9148 -3.7882 19.9876 -0.341 -0.501 -0.459
C -6.6097 -9.4233 18.6674 0.429 -0.449 0.056
H -6.1409 -2.5958 25.0734 -0.216 -0.271 0.148
C -11.0986 -7.2852 20.9151 -0.732 1.078 0.134
H -12.6997 -8.6627 20.3355 -0.114 0.373 -0.137
C -12.6361 -6.3164 22.2906 0.865 1.472 0.062
O -8.2742 -6.6279 18.3009 0.465 0.072 -0.093
O -6.9062 -10.2989 20.7614 -0.090 0.591 0.080
H -10.6045 -3.3699 18.6752 -0.073 -0.609 -0.071

=====

37
Properties=species:S:1:pos:R:3:forces:R:3 method="wB97M-V/def2-TZVPD" homo_ev="-6.44 / -6.39" spin_multiplicity=2 e_lumo_ev="1.6844 / 0.2814" charge=-1 homo_lumo_gap_ha="0.2985 / 0.2451"
H 4.0487 -1.6442 3.5909 -0.001 0.000 0.003
H -3.5338 0.7601 0.6574 0.004 -0.004 0.001
H -4.1051 -1.4723 -1.4681 0.004 0.005 0.007
H -5.3434 -0.4985 -2.2745 -0.003 -0.016 -0.001
C -3.8147 1.4694 -0.1266 0.024 0.019 -0.020
H -3.3395 2.4272 0.1012 -0.029 -0.009 0.020
C 1.8956 -1.2724 -1.3599 -0.140 -0.111 0.037
O 0.7415 0.0952 1.1823 -0.008 -0.228 -0.078
H -4.7964 2.3570 -3.1334 0.001 0.001 0.004
O 2.5648 0.3017 4.4269 0.013 -0.076 0.020
O -1.7052 0.5184 -1.8871 -0.077 0.166 -0.030
Pt -0.4263 0.3643 -0.4278 -0.082 -0.006 -0.092
O 0.8006 -0.6279 -1.6873 0.182 -0.165 0.180
H -3.1980 3.0844 -2.8960 -0.003 0.006 -0.007
O 5.8387 -3.4647 0.6614 0.009 0.022 -0.003
C 2.3910 -1.3015 0.0771 -0.043 0.066 -0.041
H 3.9894 -2.5108 -0.6071 -0.001 -0.001 -0.002
Cl 1.9435 3.0417 0.2776 -0.006 0.045 -0.002
Si -3.3028 0.8552 -1.8274 0.000 -0.039 0.026
N 1.8212 -0.2936 3.6661 -0.039 0.199 -0.097
C 3.5510 -2.0385 0.2594 0.045 0.000 0.040
Cl -0.8394 2.9798 2.2898 -0.006 -0.010 -0.006
O 5.8525 -3.0239 2.7673 0.007 0.020 -0.005
C -4.2702 -0.7015 -2.2243 -0.022 0.008 0.003
H -3.4191 1.8150 -4.1037 0.002 0.000 -0.002
O 2.5138 -1.8927 -2.2009 0.039 0.065 -0.008
Ge -0.1560 2.5730 0.2919 -0.008 0.146 0.035
C 2.4236 -0.8607 2.4521 0.036 -0.060 0.056
C -3.7228 2.1518 -3.1102 0.020 -0.005 0.013
C 1.7846 -0.6690 1.1957 0.107 0.044 -0.018
H -4.8964 1.6164 -0.0644 -0.004 -0.004 -0.016
H -3.9551 -1.1085 -3.1876 -0.002 0.002 -0.002
N 5.3676 -2.9370 1.6511 -0.029 -0.054 0.007
Cl -1.0711 4.0946 -0.9308 0.004 0.018 -0.018
C 4.1433 -2.1617 1.5013 -0.019 0.032 -0.006
O 0.6366 -0.4661 3.8490 0.022 -0.073 0.030
C 3.5875 -1.5596 2.6187 -0.002 -0.006 -0.027

=====

29
Properties=species:S:1:pos:R:3:forces:R:3 method="wB97M-V/def2-TZVPD" homo_ev="-2.44 / -3.30" spin_multiplicity=7 e_lumo_ev="1.7852 / 1.8591" charge=-1 homo_lumo_gap_ha="0.1553 / 0.1897"
Tb 0.2530 -0.2002 1.0662 0.524 1.538 -0.616
H -2.3004 3.0604 -1.2385 -0.785 0.847 0.726
H -2.2018 1.8275 -2.3644 -0.244 0.218 -0.676
C 1.1672 -3.4743 1.5482 -1.049 -0.100 -0.064
Cl 2.4673 0.9639 0.7240 -0.114 -0.078 -0.055
H 0.4371 1.6033 -4.6088 0.044 -0.045 0.012
H 1.5284 5.4962 -2.5251 -0.302 -0.489 0.431
H 0.1866 5.4899 -1.3861 -0.216 0.315 0.203
H -0.9059 1.8099 2.6793 -0.052 0.675 -0.122
H -1.5289 0.3676 3.4850 0.631 0.232 -0.477
Cl 2.7887 -2.8956 1.7209 0.183 -0.397 0.070
C -0.6329 -5.0780 1.8308 -0.186 1.238 -0.553
C 1.1454 2.1454 -3.9600 0.045 -0.232 -1.365
C 1.0283 4.8853 -1.7288 0.318 1.245 -0.589
C -0.6486 0.7950 2.9353 -0.377 -1.100 1.108
Cl -1.1746 -6.6291 2.2682 -0.112 -0.436 0.123
Cl 1.8861 -5.8959 2.4643 0.052 -0.277 0.144
C 0.2385 -2.5588 1.0893 0.275 0.654 -0.010
H 1.6565 2.8625 -4.6339 -0.144 -0.096 0.301
Sc 0.0654 3.0486 -2.3231 1.818 0.174 -0.118
H 1.7249 4.8309 -0.9070 0.417 -0.040 0.499
H 1.9012 1.4225 -3.6787 0.393 -0.362 0.174
C -1.8988 2.8917 -2.2229 -1.138 -1.837 0.691
C 0.7401 -4.7458 1.9163 -0.047 0.175 -0.129
C -1.5734 -4.1228 1.3742 0.353 0.598 -0.133
Cl -2.1948 -1.4214 0.5544 0.231 -1.579 0.092
Cl -3.2577 -4.4529 1.2332 0.127 -0.203 0.127
C -1.0798 -2.8472 1.0192 -0.448 -0.824 0.337
H 0.1829 0.8214 3.6683 -0.200 0.186 -0.132

=====

23
Properties=species:S:1:pos:R:3:forces:R:3 method="wB97M-V/def2-TZVPD" homo_ev=-8.23 e_lumo_ev=0.7354 charge=0 homo_lumo_gap_ha=0.3296
C 1.7827 2.4731 -0.4031 2.519 1.428 -0.544
C 1.9478 1.1341 -0.2245 -0.442 0.088 -0.487
H -1.9727 -3.0382 0.0596 -0.555 -0.695 1.627
H -1.2434 -3.1400 -1.4103 -0.601 1.339 0.120
C -0.4325 0.9834 -0.2692 -2.277 2.358 0.100
C -0.5871 2.3815 -0.2517 1.095 -2.015 -0.824
C -1.8862 -2.4338 -0.7939 -0.742 -1.561 -1.971
H 2.7427 2.9600 -0.6622 -0.872 0.512 0.516
C 0.7809 -1.0311 0.0103 -4.199 -2.259 0.275
C -1.5518 0.1125 -0.4804 -0.141 -0.538 -0.081
H -1.4956 2.9019 -0.3642 -1.248 0.122 0.290
H -2.9047 -2.3383 -1.2687 0.958 -0.099 0.387
H 0.5232 -3.0545 1.9567 0.342 -0.588 -0.150
H 2.9136 0.6475 -0.2775 -0.042 0.128 0.161
C -1.3026 -1.1665 -0.4810 4.649 -0.071 0.632
Cl 2.2814 -0.9085 2.7298 0.253 0.129 0.596
H -0.6638 -1.2352 2.4012 -0.410 0.803 0.507
C 0.7831 0.4076 -0.1656 1.491 -1.781 0.301
C 0.5504 3.1094 -0.3743 0.167 -1.047 0.939
Si 0.5949 -1.6114 1.8196 0.159 0.114 -1.769
H 0.3098 4.0904 -0.1711 0.813 2.640 -0.491
H -2.4891 0.5146 -0.7705 -0.935 0.378 -0.086
H 1.3191 -1.7586 -0.6089 0.017 0.615 -0.047

=====

24
Properties=species:S:1:pos:R:3:forces:R:3 method="wB97M-V/def2-TZVPD" homo_ev="-7.34 / -6.28" e_lumo_ev="0.6393 / -0.8671" charge=0 homo_lumo_gap_ha="0.2933 / 0.1989"
H -4.1040 0.9652 -0.5182 -0.772 0.000 0.548
H 2.3000 1.4931 -2.1226 0.114 -2.705 0.471
F 1.6860 -1.9667 -0.8443 0.212 0.175 0.066
H 1.7293 1.2559 1.4496 0.421 0.174 -2.351
H -2.4959 0.1694 -2.1237 -0.653 0.985 -1.101
H 0.6021 -1.2334 1.9801 0.219 -0.055 1.257
C -3.0021 -0.0071 1.1652 0.428 -0.967 -2.051
H -1.7626 -1.0596 2.4177 0.610 -0.900 2.336
C -3.2682 0.4077 -0.1480 0.417 0.671 0.804
C 1.7238 -1.0505 0.2093 1.894 0.309 -1.827
H 1.3376 2.2750 -0.0193 0.301 -0.623 -0.058
H 3.0181 1.9820 0.5053 -0.007 0.329 -0.287
C -0.8240 -0.7811 0.5339 0.345 -0.471 -1.507
H -0.4516 -0.7827 -1.5310 0.904 -0.252 -1.425
C -2.3089 0.1623 -1.0849 0.489 -1.637 -1.272
N 2.3254 0.4697 -1.7705 0.179 1.916 -3.147
C -1.8442 -0.7042 1.4625 -1.380 1.950 -1.302
C 2.2464 0.3237 -0.4699 -1.556 -2.881 2.723
H -3.7815 -0.0653 1.8355 -1.541 0.437 1.662
F 2.8565 -1.4318 1.0065 -1.833 0.214 -0.401
C 0.4627 -1.1111 0.9445 1.469 0.067 0.079
C -1.1661 -0.5255 -0.8199 0.418 0.668 2.483
H 2.6697 -0.2768 -2.3950 -0.419 0.874 0.655
C 2.0514 1.4919 0.3372 -0.259 1.720 3.645